Computed, not measured: a molecular structure, C41H33N11O2PdS4, with wB97M-V/def2-TZVPD.

Results
E_LUMO (spin up / spin down)   -10.2 / -12.9 eV
Total charge   +4
DFT total energy   -110317.9911 eV
Highest occupied orbital energy (spin up / spin down)   -16.6012 / -16.5911 eV
<S²>   6.071
2S+1   5

CARTESIAN COORDINATES (ANGSTROEM)
Pd (-0.449, -0.219, 0.260)
N (-2.971, -0.853, 0.885)
N (-3.803, 0.107, 0.310)
C (-3.325, 1.212, -0.308)
N (-4.239, 2.065, -0.739)
N (-1.980, 1.317, -0.425)
N (-1.440, 2.451, -1.041)
O (-0.231, 2.461, -1.104)
O (-2.151, 3.332, -1.482)
H (-3.198, -1.764, 0.503)
H (-3.122, -0.878, 1.889)
H (-4.801, 0.024, 0.434)
H (-5.220, 1.879, -0.600)
H (-3.951, 2.902, -1.222)
S (-0.430, -7.032, -2.992)
C (-0.619, -6.886, -4.656)
C (-0.705, -5.550, -5.092)
C (-0.619, -4.662, -4.050)
C (-0.463, -5.300, -2.794)
C (-0.343, -4.692, -1.506)
C (-0.508, -3.286, -1.345)
N (-0.404, -2.670, -0.195)
C (-0.111, -3.400, 0.918)
C (0.057, -4.802, 0.875)
C (0.341, -5.535, 2.076)
C (0.442, -4.891, 3.255)
C (0.278, -3.466, 3.333)
C (0.379, -2.791, 4.557)
C (0.198, -1.423, 4.614)
C (-0.065, -0.770, 3.383)
N (-0.136, -1.368, 2.214)
C (0.015, -2.722, 2.170)
C (0.270, -0.662, 5.848)
C (0.330, -1.153, 7.128)
C (0.393, -0.137, 8.109)
C (0.380, 1.112, 7.564)
S (0.291, 1.067, 5.860)
C (-0.062, -5.434, -0.358)
H (-0.667, -7.771, -5.278)
H (-0.822, -5.286, -6.133)
H (-0.648, -3.589, -4.173)
H (-0.738, -2.671, -2.206)
H (0.462, -6.608, 2.015)
H (0.646, -5.437, 4.167)
H (0.602, -3.360, 5.450)
H (-0.228, 0.299, 3.382)
H (0.316, -2.204, 7.375)
H (0.440, -0.323, 9.171)
H (0.417, 2.058, 8.081)
H (0.079, -6.508, -0.406)
S (3.274, 5.170, 2.013)
C (2.168, 3.793, 1.927)
C (2.767, 2.574, 1.621)
C (1.946, 1.481, 1.395)
N (0.613, 1.548, 1.440)
C (0.053, 2.721, 1.748)
C (0.781, 3.872, 2.001)
C (2.711, 6.290, 3.161)
C (1.777, 6.061, 4.195)
C (1.505, 7.107, 5.039)
N (2.081, 8.322, 4.936)
C (2.962, 8.542, 3.971)
C (3.337, 7.562, 3.063)
H (3.841, 2.465, 1.552)
H (2.383, 0.515, 1.176)
H (-1.029, 2.749, 1.782)
H (0.262, 4.800, 2.192)
H (1.330, 5.090, 4.352)
H (0.808, 6.990, 5.861)
H (3.399, 9.532, 3.926)
H (4.075, 7.766, 2.297)
S (1.772, -0.161, -6.055)
C (1.092, -0.172, -4.460)
C (-0.271, -0.237, -4.141)
C (-0.656, -0.240, -2.818)
N (0.208, -0.193, -1.796)
C (1.516, -0.131, -2.095)
C (1.992, -0.125, -3.381)
C (0.353, -0.031, -7.119)
C (0.028, -1.095, -7.946)
C (-1.046, -0.937, -8.817)
N (-1.778, 0.168, -8.883)
C (-1.437, 1.188, -8.102)
C (-0.373, 1.150, -7.211)
H (-1.025, -0.262, -4.915)
H (-1.708, -0.272, -2.561)
H (2.204, -0.080, -1.260)
H (3.059, -0.065, -3.556)
H (0.600, -2.013, -7.936)
H (-1.324, -1.738, -9.492)
H (-2.032, 2.089, -8.200)
H (-0.109, 2.024, -6.630)